No. 1
The following is a quantum chemistry calculation of C6H5OPS in the gas phase at a distorted geometry, from the Open Molecules 2025 dataset.

Element x y z (Å)
O (5.007, 1.907, -0.479)
P (5.008, 0.469, -0.410)
S (3.096, 0.723, -1.288)
C (1.517, 0.421, -0.995)
C (0.873, -0.757, -1.384)
C (-0.237, -0.915, -0.620)
C (-0.417, -0.010, 0.500)
C (0.442, 1.015, 0.957)
C (1.579, 1.209, 0.188)
H (1.308, -1.410, -2.094)
H (-1.032, -1.753, -0.623)
H (-1.185, -0.248, 1.171)
H (0.222, 1.448, 1.895)
H (2.569, 1.738, 0.492)

Results
SMILES string: O=P#S1=C2C=CC=C[C@H]21
HOMO level: -8.124 eV
Relative energy (zero: lowest compared OMol25 entry of this formula, charge and spin): 432.2 kJ/mol

No. 2
The following is a quantum chemistry calculation of a 9-piece molecular cluster, C20H62N4O9 overall at a distorted geometry, from the Open Molecules 2025 dataset.

Element x y z (Å)
C (-10.992, -3.751, -22.886)
O (-10.465, -5.004, -23.257)
C (-9.076, -5.018, -23.454)
C (-8.707, -6.202, -24.373)
C (-8.364, -7.406, -23.485)
N (-7.494, -5.907, -25.177)
H (-12.041, -3.814, -23.179)
H (-10.540, -2.927, -23.437)
H (-10.908, -3.606, -21.808)
H (-8.654, -4.113, -23.904)
H (-8.549, -5.139, -22.503)
H (-9.584, -6.457, -24.971)
H (-9.238, -7.640, -22.875)
H (-7.534, -7.210, -22.810)
H (-8.145, -8.269, -24.117)
H (-7.906, -5.481, -26.004)
H (-7.134, -6.789, -25.526)
C (-3.451, -2.157, -15.158)
O (-4.617, -2.359, -14.375)
C (-5.748, -2.563, -15.210)
C (-6.948, -2.967, -14.338)
C (-8.133, -3.460, -15.192)
N (-7.416, -1.963, -13.407)
H (-3.546, -1.289, -15.813)
H (-3.133, -3.005, -15.773)
H (-2.657, -2.028, -14.423)
H (-5.940, -1.676, -15.823)
H (-5.411, -3.350, -15.894)
H (-6.564, -3.728, -13.651)
H (-8.597, -2.717, -15.835)
H (-8.788, -3.894, -14.433)
H (-7.837, -4.360, -15.734)
H (-7.100, -2.018, -12.450)
H (-8.417, -1.888, -13.287)
C (-4.153, 3.105, -19.244)
O (-4.119, 1.785, -19.837)
C (-3.656, 0.782, -18.954)
C (-2.194, 0.342, -19.177)
C (-1.700, -0.841, -18.363)
N (-1.241, 1.425, -18.940)
H (-4.686, 3.816, -19.874)
H (-3.135, 3.412, -19.014)
H (-4.798, 3.113, -18.361)
H (-3.943, 0.928, -17.907)
H (-4.306, -0.050, -19.251)
H (-2.235, 0.005, -20.215)
H (-2.235, -1.770, -18.567)
H (-1.731, -0.606, -17.296)
H (-0.644, -1.005, -18.574)
H (-1.378, 1.746, -17.989)
H (-1.476, 2.159, -19.597)
C (-11.939, 1.932, -22.230)
O (-10.988, 1.356, -21.386)
C (-9.929, 0.747, -22.117)
C (-9.038, 0.005, -21.156)
C (-8.168, 0.938, -20.277)
N (-8.077, -0.884, -21.808)
H (-11.506, 2.699, -22.878)
H (-12.737, 2.377, -21.635)
H (-12.447, 1.199, -22.867)
H (-10.405, 0.079, -22.845)
H (-9.340, 1.440, -22.727)
H (-9.647, -0.661, -20.536)
H (-7.484, 1.528, -20.886)
H (-7.673, 0.387, -19.480)
H (-8.833, 1.690, -19.843)
H (-7.735, -1.620, -21.199)
H (-8.375, -1.449, -22.590)
C (-3.549, -7.654, -21.568)
C (-4.447, -6.850, -22.497)
O (-3.855, -5.554, -22.574)
H (-3.964, -8.660, -21.486)
H (-3.404, -7.147, -20.617)
H (-2.565, -7.775, -22.025)
H (-5.413, -6.682, -22.005)
H (-4.753, -7.194, -23.488)
H (-4.439, -5.034, -23.154)
C (-6.032, -2.639, -18.983)
C (-5.396, -2.989, -20.344)
O (-6.353, -3.000, -21.371)
H (-6.745, -1.825, -19.092)
H (-5.189, -2.373, -18.346)
H (-6.498, -3.567, -18.651)
H (-4.831, -3.922, -20.317)
H (-4.704, -2.194, -20.640)
H (-6.066, -3.517, -22.134)
O (-5.706, -4.028, -23.994)
H (-6.241, -4.667, -24.529)
H (-6.051, -3.158, -24.221)
O (-2.258, -3.599, -21.138)
H (-2.524, -4.249, -21.803)
H (-1.759, -4.103, -20.490)
O (-3.058, -1.247, -22.735)
H (-2.340, -1.408, -22.114)
H (-3.086, -2.040, -23.276)

Results
SMILES string: COC[C@H](C)N.COC[C@H](C)N.COC[C@H](C)N.COC[C@H](C)N.CCO.CCO.O.O.O
HOMO level: -8.411 eV
Relative energy (zero: lowest compared OMol25 entry of this formula, charge and spin): 138.2 kJ/mol